C39H72O39 | the ωB97M-V functional and the def2-TZVPD basis

* total charge: 0
* orbital gap: 10.68 eV
* HOMO: -10.347 eV
* energy above the lowest of the compared OMol25 structures with the same formula, charge and spin: 5.504 eV
* total energy: -4463.50311 Eh

Each line ends with the Mulliken charge.
Atoms and positions in Å:
C: 4.666 -0.895 6.441  -0.026
C: 4.486 0.572 6.446  -0.351
O: 4.031 0.924 5.179  -0.363
C: 3.885 -0.189 4.453  0.553
O: 3.394 -0.201 3.343  -0.323
O: 4.384 -1.221 5.053  -0.375
H: 3.995 -1.452 7.094  -0.015
H: 5.642 -1.204 6.816  0.303
H: 5.387 1.062 6.814  0.339
H: 3.781 0.829 7.237  0.296
C: -3.781 3.695 -6.266  0.000
C: -2.317 3.809 -5.981  0.321
O: -1.740 4.715 -6.867  -0.272
C: -2.750 5.148 -7.681  0.426
O: -2.608 5.926 -8.653  -0.599
O: -3.983 4.632 -7.366  -0.336
H: -4.302 3.970 -5.349  0.195
H: -4.108 2.702 -6.576  0.134
H: -1.939 2.819 -6.236  0.045
H: -2.098 3.959 -4.923  0.026
C: -2.583 -2.722 4.075  -0.140
C: -3.532 -1.945 4.951  -0.540
O: -3.046 -0.644 4.910  -0.404
C: -2.116 -0.528 3.889  0.220
O: -1.540 0.500 3.654  -0.493
O: -1.976 -1.762 3.252  0.448
H: -3.009 -3.456 3.392  0.015
H: -1.825 -3.319 4.581  0.300
H: -3.610 -2.326 5.970  0.302
H: -4.539 -1.990 4.536  0.321
C: 1.133 -4.037 -2.393  -0.379
O: 1.152 -5.312 -1.697  -0.349
C: -0.009 -5.966 -1.543  0.889
O: -1.048 -5.830 -2.213  -0.628
O: 0.207 -6.889 -0.570  -0.283
C: -0.780 -7.920 -0.429  -0.747
H: 0.323 -3.850 -3.098  0.395
H: 2.090 -3.941 -2.908  0.277
H: 1.215 -3.255 -1.638  -0.028
H: -1.765 -7.705 -0.843  0.371
H: -1.018 -8.146 0.610  0.240
H: -0.373 -8.876 -0.758  0.291
C: -6.203 1.799 -3.272  -0.775
O: -4.907 1.796 -3.818  -0.118
C: -4.173 0.582 -3.962  0.692
O: -4.523 -0.539 -3.514  -0.664
O: -3.073 0.780 -4.529  0.072
C: -2.198 -0.292 -4.878  -0.649
H: -6.241 1.501 -2.225  0.283
H: -6.779 1.038 -3.798  0.333
H: -6.627 2.801 -3.345  0.244
H: -1.343 0.188 -5.355  0.204
H: -2.729 -0.977 -5.539  0.427
H: -1.809 -0.896 -4.059  0.117
C: -2.766 7.721 0.307  -0.750
O: -2.024 6.492 0.206  -0.206
C: -2.057 5.642 1.242  0.581
O: -2.479 5.897 2.394  -0.612
O: -1.430 4.528 0.859  -0.044
C: -1.319 3.413 1.797  -0.746
H: -3.839 7.540 0.359  0.305
H: -2.710 8.397 -0.547  0.269
H: -2.466 8.355 1.141  0.311
H: -0.481 2.730 1.660  0.058
H: -2.118 2.678 1.703  0.329
H: -1.405 3.818 2.805  0.531
C: 2.634 -2.448 9.981  -0.677
O: 2.024 -2.665 8.726  -0.330
C: 1.495 -1.632 7.963  0.671
O: 1.259 -0.507 8.397  -0.570
O: 1.175 -2.184 6.791  -0.223
C: 0.625 -1.397 5.672  -0.338
H: 3.147 -3.346 10.326  0.267
H: 1.891 -2.229 10.748  0.301
H: 3.331 -1.613 10.062  0.291
H: 0.800 -1.815 4.680  -0.020
H: 1.284 -0.537 5.556  0.261
H: -0.417 -1.167 5.895  0.289
C: 4.873 -0.463 0.781  -0.899
O: 3.764 -0.915 0.032  0.095
C: 3.587 -0.366 -1.216  0.582
O: 4.328 0.414 -1.828  -0.669
O: 2.498 -0.961 -1.677  -0.058
C: 1.940 -0.490 -2.926  0.101
H: 5.703 -0.299 0.093  0.383
H: 5.173 -1.237 1.488  0.219
H: 4.612 0.434 1.342  0.276
H: 1.013 -1.019 -3.149  -0.010
H: 2.556 -0.779 -3.777  0.508
H: 1.738 0.577 -2.832  -0.554
C: 1.854 7.172 -3.038  -0.838
O: 1.517 5.799 -2.729  -0.113
C: 2.367 5.132 -1.875  0.689
O: 3.379 5.642 -1.348  -0.625
O: 1.937 3.875 -1.700  0.122
C: 2.847 2.898 -1.189  -0.196
H: 2.861 7.547 -2.856  0.377
H: 1.122 7.838 -2.580  0.282
H: 1.747 7.273 -4.118  0.251
H: 2.455 2.220 -0.431  -0.091
H: 3.804 3.153 -0.735  0.445
H: 2.937 2.197 -2.018  -0.129
C: -0.750 -6.276 2.958  0.206
O: 0.600 -5.872 2.612  -0.404
C: 0.861 -4.601 2.359  0.433
O: 0.060 -3.650 2.326  -0.071
O: 2.225 -4.575 2.165  -0.496
C: 2.826 -3.319 1.833  0.019
H: -1.128 -5.389 3.465  -0.011
H: -0.648 -7.220 3.493  0.209
H: -1.290 -6.451 2.027  -0.270
H: 2.528 -2.844 0.898  -0.059
H: 3.892 -3.476 1.666  0.225
H: 2.699 -2.648 2.683  0.212
C: 0.341 -0.693 1.005  0.649
O: 0.449 0.508 0.218  -0.050
C: -0.349 0.705 -0.846  0.024
O: -1.094 -0.155 -1.243  -0.302
O: -0.279 1.979 -1.255  -0.028
C: -0.753 2.264 -2.589  -0.610
H: 0.786 -0.538 1.988  0.024
H: 0.798 -1.574 0.554  -0.438
H: -0.691 -0.899 1.286  -0.100
H: -1.128 3.281 -2.701  0.147
H: -1.651 1.661 -2.725  0.368
H: -0.047 1.931 -3.350  0.045
C: 1.517 4.273 -5.545  -0.310
O: 2.842 3.819 -5.655  -0.374
C: 3.124 2.476 -5.374  0.685
O: 2.229 1.714 -4.889  -0.469
O: 4.444 2.252 -5.674  -0.365
C: 5.047 1.048 -5.262  -0.280
H: 1.474 5.362 -5.537  0.249
H: 1.049 3.916 -4.628  -0.053
H: 0.969 4.020 -6.453  0.362
H: 6.118 1.152 -5.436  0.287
H: 4.539 0.169 -5.660  0.275
H: 4.994 0.979 -4.176  -0.016
C: -4.259 -5.527 0.912  -0.334
O: -4.888 -4.418 1.512  -0.333
C: -4.545 -3.097 1.257  0.668
O: -4.992 -2.076 1.771  -0.569
O: -3.773 -3.046 0.098  -0.163
C: -3.483 -1.828 -0.573  -0.707
H: -4.281 -5.389 -0.169  0.360
H: -4.575 -6.525 1.216  0.328
H: -3.184 -5.464 1.079  -0.072
H: -2.855 -2.191 -1.386  0.164
H: -2.902 -1.065 -0.054  0.186
H: -4.400 -1.482 -1.049  0.434

Cartesian forces, eV/Å:
C 0.0260 -1.5281 0.0289
C 0.0674 1.0207 2.7312
O -0.2201 0.7400 -0.1645
C -0.9670 1.3124 -2.7701
O 0.4264 -0.0618 1.3658
O 0.9680 -2.1687 1.5971
H -0.4732 0.0996 -0.3305
H 0.3140 -0.1071 -0.9309
H 0.2833 0.3970 -1.0045
H -0.5884 0.2424 -0.3665
C -0.9376 0.8603 0.0249
C 0.7957 -2.9378 0.6342
O -1.3567 1.1918 -0.8936
C -0.2042 2.9306 -3.9280
O -0.1683 -2.8958 3.8438
O 1.5896 -0.2043 0.8903
H -0.6363 0.2548 -0.4844
H 0.0978 0.1539 -0.0473
H 0.6759 -0.0410 0.2368
H 0.1595 0.6337 -0.2064
C 0.2539 -1.7709 -0.6473
C -1.2422 -1.4201 -0.0800
O 1.4439 1.0499 -0.7950
C -0.2769 0.0455 0.2623
O -0.5784 -1.5559 -0.1763
O 0.4190 2.7255 0.7373
H -0.6638 0.1571 0.1702
H 0.3104 0.4337 0.4962
H 0.3594 0.1911 0.0642
H -0.0712 0.2282 -0.1373
C 0.8972 0.2875 0.3799
O -0.9558 0.4240 -0.2807
C -1.6116 -0.2750 -1.5023
O 2.6897 -0.1476 1.9556
O -0.8370 0.2385 -0.3949
C -0.4300 -0.6825 0.5553
H -0.1708 -0.5240 0.3440
H -0.0651 -0.4660 -0.2261
H -0.5669 0.0107 0.1117
H 0.4460 0.2583 -0.6567
H 0.5554 0.6628 0.4069
H 0.0085 0.2387 -0.6496
C -0.6645 -1.3263 0.4021
O 2.8078 -1.4318 -0.8907
C -4.7861 -2.7535 3.8212
O 0.2260 3.4397 -1.3239
O 2.5561 2.0084 -1.5566
C 0.2379 -0.6705 -0.3051
H 0.3981 0.0506 0.1259
H -0.4137 0.3144 -0.1029
H 0.2354 -0.1363 -0.3667
H -0.2416 -0.0524 -0.1736
H 0.1098 0.1494 -0.1556
H -0.4364 0.4256 0.5223
C -0.7707 0.5077 0.5815
O -0.3659 0.5176 -0.4790
C -0.1657 0.5873 3.2992
O 0.7990 -0.7060 -3.4419
O 0.0415 -0.8258 -0.1082
C -0.9589 0.0462 0.7707
H 0.0366 -0.3953 0.4529
H 0.9227 -0.8168 -0.5770
H 0.0946 -0.5150 0.3209
H 0.7304 1.1188 -0.4103
H -0.7129 0.5512 -0.3902
H 0.3795 -0.1436 -0.0565
C -0.4293 0.7215 1.2630
O 0.0972 0.5084 -1.5509
C -0.8400 0.5335 1.8927
O 0.8884 -1.9483 -1.3076
O 0.1918 -0.2127 -0.7714
C 1.1443 0.8895 0.9417
H -0.0886 -0.1432 -0.6314
H -0.3027 -0.0053 -0.0887
H 0.0893 0.0946 -0.6884
H -0.3574 -1.3063 0.4838
H -0.6200 0.7053 0.5395
H 0.2549 0.2083 -0.1859
C 0.9074 0.3289 -0.0892
O -0.4797 0.6645 -1.4384
C 1.6158 0.0245 -0.1265
O -1.6255 -1.7273 1.7256
O -0.7550 -0.0522 -0.5342
C 0.0911 -0.2037 -0.0876
H 0.0756 0.2726 0.1397
H -0.3520 -0.0658 -0.0974
H 0.0935 -0.0190 -0.1566
H -0.1824 -0.0562 0.8416
H 0.5247 0.6415 0.2201
H 0.2671 -0.1794 -0.4104
C -0.3951 0.3015 -0.7763
O 1.3750 -0.5171 1.0943
C 2.1761 1.6039 1.1045
O -2.8658 -1.5198 -1.6008
O 0.0433 1.3460 0.1543
C 0.2052 -1.8590 -0.2944
H 0.0227 -0.7803 0.6864
H 0.0706 -0.1765 0.2140
H -0.2693 -0.1713 -0.0536
H -1.1738 0.6798 0.3118
H -0.0647 1.0362 -0.7738
H 0.7528 0.3823 -0.1059
C 0.9649 1.0929 -0.8145
O -0.1386 -0.6620 0.0409
C 0.2448 1.5372 -0.2864
O 2.0346 -2.2588 0.0912
O -1.6016 0.3140 -0.3913
C 0.3395 0.4879 0.2990
H -0.7114 -0.6471 0.4235
H -0.1324 0.4432 0.3066
H -0.1388 0.1039 0.1026
H -0.7596 -0.2967 0.1657
H -0.0277 -0.4792 0.4100
H 0.0121 0.2600 -0.2671
C -0.8030 -0.3253 0.4926
O 0.5136 0.9492 -0.1450
C -0.4689 -0.7114 1.3995
O 0.0246 0.1513 -0.9395
O 0.8031 0.0686 -0.1865
C -1.3730 -1.2544 0.2045
H 0.5573 0.5183 -0.3853
H -0.1059 0.3443 -0.3357
H -0.1373 -0.0614 -0.6227
H 0.8684 0.1642 0.4584
H -0.0057 -0.1465 -0.0989
H 0.3055 0.4646 0.1130
C -1.0589 0.0308 -0.1149
O 2.1191 -2.2254 0.1699
C -2.5839 0.2209 1.0791
O 3.9318 2.1687 -1.9747
O -2.7310 1.2339 0.0120
C 0.0330 -0.4499 1.5759
H 0.6847 -0.0427 0.2004
H -0.0953 -0.1370 -0.1996
H -0.2258 -0.4750 0.1619
H -0.2706 -0.2426 -0.7442
H 0.3712 0.0677 -0.3893
H -0.3053 -0.0971 0.1569
C 2.0625 0.7443 -1.7114
O -0.6612 2.0908 1.7067
C -0.2183 1.1872 -2.8381
O 0.8687 -3.0286 -0.0762
O -0.6358 -1.3579 2.6278
C -0.0328 -0.2108 -1.1222
H -0.5134 -0.4420 -0.1268
H -0.7754 0.6245 0.3847
H 0.1807 -0.0860 0.4205
H 0.0940 0.2512 -0.0024
H -0.4579 -0.2849 0.4793
H 0.0454 0.4578 0.3251